76
Properties=species:S:1:pos:R:3:forces:R:3 method="wB97M-V/def2-TZVPD" mol_weight_g_mol=505.63 e_lumo_ev=0.19 energy_ha=-2068.261765 gap_ev=9.38 homo_energy_ha=-0.338
C 7.493 1.208 3.233 0.458 -0.033 -0.049
N 7.774 2.133 2.130 -1.862 0.536 0.494
C 8.237 3.416 2.703 0.472 -0.218 -0.381
C 6.706 2.393 1.238 0.815 0.601 -1.381
O 6.850 3.233 0.353 -0.258 -0.593 1.057
C 5.360 1.680 1.323 0.385 -0.037 0.500
C 4.534 2.290 2.469 -0.176 0.139 0.130
C 3.487 3.304 1.984 0.224 -0.573 0.809
C 3.144 4.211 3.144 -0.066 0.655 -0.763
O 2.385 3.522 4.152 0.270 -0.624 -0.285
S 3.026 2.187 4.740 -0.068 -1.002 1.190
O 1.937 1.411 5.241 -0.117 0.304 -0.228
O 4.108 2.499 5.621 0.121 0.450 -0.349
C 3.754 1.280 3.333 -0.204 0.884 -0.898
O 4.481 0.237 3.880 0.209 0.073 0.454
H 6.968 1.679 4.063 -0.185 0.093 0.087
H 8.443 0.846 3.614 0.151 -0.037 0.063
H 6.929 0.345 2.917 -0.070 -0.135 -0.183
H 7.440 3.912 3.258 -0.127 -0.032 0.173
H 9.057 3.203 3.378 0.188 0.040 0.110
H 8.567 4.086 1.923 0.120 0.008 -0.183
H 5.490 0.610 1.446 -0.005 -0.204 -0.058
H 4.877 1.884 0.379 -0.122 -0.166 -0.245
H 5.182 2.843 3.147 0.375 -0.140 0.088
H 3.832 3.870 1.128 0.053 0.144 -0.147
H 2.589 2.734 1.748 -0.225 0.221 -0.568
H 4.043 4.662 3.556 0.076 -0.031 0.329
H 2.509 5.013 2.787 -0.276 0.115 0.230
H 2.904 0.925 2.747 -0.188 -0.149 0.049
H 4.618 -0.417 3.194 -0.053 -0.298 -0.100
C -1.251 3.028 2.086 0.159 0.054 -0.061
O -0.731 2.110 1.146 -0.293 -0.066 -0.035
C -0.559 0.794 1.641 0.122 0.156 -0.039
C -1.047 -0.262 0.670 0.151 -0.069 -0.131
O -2.447 -0.308 0.466 -0.082 -0.098 0.055
C -3.085 0.734 -0.256 -0.084 0.123 0.074
C -2.783 0.787 -1.738 0.037 0.135 -0.124
O -1.450 1.192 -2.004 0.091 -0.273 0.201
C -0.800 0.434 -3.001 0.004 0.153 0.026
H -0.457 3.429 2.726 -0.057 -0.023 0.094
H -1.705 3.849 1.531 0.055 0.003 -0.021
H -2.020 2.569 2.716 0.005 -0.010 0.013
H -1.073 0.666 2.598 -0.007 0.038 0.014
H 0.517 0.637 1.804 -0.035 -0.206 0.130
H -0.798 -1.229 1.115 -0.035 -0.005 0.018
H -0.508 -0.205 -0.278 -0.024 0.206 -0.027
H -2.921 1.705 0.215 0.195 0.039 -0.077
H -4.153 0.519 -0.162 0.002 -0.039 -0.005
H -3.457 1.523 -2.197 -0.149 -0.104 0.024
H -2.992 -0.190 -2.186 0.043 -0.023 -0.010
H -1.027 -0.633 -2.907 -0.033 -0.005 -0.034
H 0.274 0.569 -2.870 -0.013 0.065 -0.030
H -1.079 0.779 -4.002 -0.013 -0.101 -0.040
C -3.464 -6.294 -2.705 -0.147 -0.056 0.080
O -4.597 -5.467 -2.553 0.140 0.180 -0.248
C -4.387 -4.311 -1.762 -0.076 -0.137 0.039
C -4.997 -3.068 -2.376 -0.139 0.078 0.063
O -4.388 -2.606 -3.571 0.065 0.087 0.021
C -4.522 -3.363 -4.764 0.153 -0.054 -0.039
C -5.912 -3.409 -5.363 -0.095 -0.184 -0.067
O -6.814 -4.172 -4.581 0.087 0.217 0.243
C -8.086 -3.587 -4.413 0.048 -0.157 -0.042
H -3.354 -6.970 -1.850 0.100 0.012 0.005
H -3.607 -6.890 -3.606 -0.044 -0.024 0.033
H -2.548 -5.707 -2.821 0.009 0.008 0.010
H -3.318 -4.139 -1.599 0.023 -0.021 -0.030
H -4.862 -4.472 -0.786 0.093 0.129 0.078
H -4.841 -2.260 -1.656 0.035 0.005 -0.008
H -6.077 -3.176 -2.495 0.002 -0.189 -0.097
H -4.111 -4.367 -4.646 -0.176 -0.096 0.093
H -3.885 -2.848 -5.488 -0.019 0.036 0.003
H -5.837 -3.879 -6.352 0.071 0.142 -0.076
H -6.280 -2.386 -5.499 -0.027 0.017 0.053
H -8.014 -2.509 -4.237 -0.010 0.017 -0.032
H -8.546 -4.045 -3.538 -0.009 -0.054 -0.040
H -8.724 -3.773 -5.284 -0.039 0.102 -0.004